Density functional theory data (the ωB97M-V functional and the def2-TZVPD basis) for a 2-piece molecular cluster, C3H5O3 overall.

Bonds (Å) are listed after each position.
Positions of all 11 atoms, in Å:
1 C 2.37806 -0.15767 -0.68988  C2 1.334, H4 1.079, H5 1.085
2 C 1.07493 -0.04582 -0.42540  C1 1.334, O3 1.330, H6 1.084
3 O 0.46997 1.11493 -0.19077  C2 1.330, H7 1.019
4 H 2.80064 -1.13007 -0.89233  C1 1.079
5 H 3.01706 0.71849 -0.70518  C1 1.085
6 H 0.42759 -0.91438 -0.38898  C2 1.084
7 H -0.48920 0.97971 0.12532  O3 1.019
8 O -1.89682 -1.21473 0.41932  C9 1.235
9 C -2.42308 -0.15231 0.76461  O8 1.235, O10 1.264, H11 1.118
10 O -1.96501 1.02142 0.66933  C9 1.264
11 H -3.39414 -0.21955 1.31396  C9 1.118

Computed properties:
**Total energy**: -9335.903 eV
**Highest occupied orbital energy**: -4.5 eV
**Largest force on an atom**: 0.7 eV Å⁻¹
**Total charge**: -1